Record 1
ORCA calculation (the ωB97M-V functional and the def2-TZVPD basis) on a 12-piece molecular cluster, C24H72O20 overall.

```
116
Properties=species:S:1:pos:R:3:forces:R:3:lowdin_charge:R:1
C 2.007 4.405 3.534 -0.243 1.085 0.558 -0.096
C 2.887 3.368 2.930 -0.470 -0.153 -0.661 -0.321
O 3.586 3.919 1.823 -0.220 0.373 0.553 -0.079
H 2.578 5.169 4.061 0.075 -0.018 0.127 0.079
H 1.296 3.962 4.232 0.066 -0.072 0.118 0.078
H 1.421 4.949 2.793 0.019 -0.186 -0.290 0.060
H 2.200 2.599 2.577 0.164 -0.568 -0.145 0.091
H 3.540 2.934 3.687 0.229 -0.038 -0.060 0.118
H 4.226 3.266 1.532 0.355 -0.332 -0.207 0.026
C 2.800 -1.274 2.554 0.099 -0.841 -0.173 -0.057
C 2.733 -2.835 2.678 0.398 2.103 -0.201 -0.247
O 2.300 -3.166 3.985 -0.347 -0.436 0.369 -0.105
H 3.569 -0.815 3.175 0.265 -0.225 -0.068 0.072
H 1.871 -0.811 2.887 -0.266 -0.271 -0.085 0.065
H 2.957 -1.022 1.506 0.142 0.078 0.070 0.043
H 3.715 -3.292 2.553 -0.050 0.052 -0.572 0.121
H 2.027 -3.179 1.922 0.034 -0.343 0.245 0.097
H 3.095 -3.270 4.513 -0.190 -0.011 0.307 0.110
C 4.054 2.256 -0.970 0.214 -0.776 0.183 -0.078
C 4.996 1.240 -0.292 -0.536 0.927 -0.727 -0.266
O 5.258 1.731 1.016 -0.128 0.219 0.623 -0.093
H 3.225 2.504 -0.307 0.135 0.232 0.126 0.055
H 3.567 1.833 -1.848 0.256 -0.055 -0.200 0.072
H 4.633 3.136 -1.250 -0.261 0.096 0.090 0.077
H 5.919 1.222 -0.872 0.050 -0.415 0.018 0.114
H 4.514 0.262 -0.256 0.215 -0.181 0.094 0.100
H 6.152 1.561 1.324 0.006 -0.202 -0.253 0.096
C -3.966 -0.780 1.424 -0.519 0.545 0.423 -0.073
C -4.532 -0.174 2.749 0.844 -0.220 -2.249 -0.318
O -4.528 -1.215 3.677 -0.188 0.124 1.124 -0.065
H -3.721 0.001 0.704 -0.110 0.019 -0.183 0.057
H -4.738 -1.432 1.016 0.042 0.036 -0.174 0.065
H -3.082 -1.398 1.578 0.068 0.165 0.288 0.057
H -5.526 0.218 2.534 -0.278 -0.227 0.283 0.105
H -3.945 0.688 3.065 0.228 -0.015 0.190 0.098
H -3.849 -0.964 4.308 -0.041 -0.459 0.288 0.086
C 1.850 -3.630 -0.952 -1.485 1.324 -1.721 -0.182
C 1.051 -3.601 -2.269 -0.970 -0.136 0.140 -0.281
O 1.791 -3.270 -3.400 1.079 -0.174 -1.028 -0.054
O 2.255 -2.278 -0.638 1.176 -1.308 0.017 -0.094
H 2.666 -4.299 -1.224 0.428 0.269 0.904 0.126
H 1.142 -3.995 -0.208 0.377 -0.414 0.348 0.106
H 0.186 -2.939 -2.300 -0.166 0.142 0.906 0.087
H 0.618 -4.583 -2.460 0.250 -0.309 0.056 0.119
H 2.146 -2.381 -3.325 0.046 0.081 0.272 0.084
H 1.455 -1.755 -0.733 -0.650 0.244 -0.031 0.018
C -2.912 4.140 2.210 -0.583 -2.102 0.171 -0.271
C -1.431 3.916 2.053 0.279 1.666 0.570 -0.226
O -1.016 3.870 0.706 -0.060 -0.200 -0.117 -0.066
O -3.534 5.277 1.686 0.542 0.681 -0.406 -0.036
H -3.178 4.046 3.262 0.162 -0.178 0.273 0.123
H -3.320 3.285 1.671 -0.379 -0.416 0.170 0.113
H -1.103 3.004 2.553 -0.420 -0.236 -0.119 0.127
H -0.915 4.709 2.595 0.335 0.229 -0.123 0.114
H -0.902 4.768 0.386 0.071 0.166 -0.128 0.097
H -4.405 4.955 1.441 -0.079 0.452 -0.150 0.091
C -0.345 -0.367 0.381 1.053 0.113 -0.251 -0.157
C 0.766 0.740 0.465 -1.616 -0.029 -0.190 -0.158
O 0.435 1.859 -0.406 0.791 -1.335 0.246 -0.101
O -0.242 -1.199 -0.795 0.214 0.476 1.215 -0.096
H -1.326 0.105 0.432 -0.063 0.236 -0.182 0.102
H -0.308 -1.029 1.246 0.279 -0.116 0.012 0.106
H 1.775 0.382 0.260 -0.179 -0.063 -0.420 0.100
H 0.780 1.083 1.500 0.003 0.158 0.154 0.100
H -0.159 2.443 0.070 -0.251 0.537 0.180 0.033
H -0.450 -0.627 -1.537 -0.246 0.208 -0.281 0.043
C -2.389 -4.142 -0.384 -0.630 -1.078 -0.530 -0.216
C -3.840 -4.177 -0.952 0.263 0.749 -0.186 -0.207
O -3.918 -4.233 -2.377 0.089 -0.930 0.420 -0.084
O -1.707 -5.376 -0.516 0.135 -0.938 -0.088 -0.084
H -2.406 -4.026 0.699 -0.122 0.730 -0.050 0.108
H -1.748 -3.447 -0.927 -0.549 0.910 0.374 0.093
H -4.355 -3.281 -0.606 0.067 0.404 0.100 0.094
H -4.478 -4.982 -0.588 0.567 -0.381 0.163 0.119
H -3.583 -3.404 -2.727 -0.007 0.417 0.329 0.011
H -1.623 -5.564 -1.454 -0.058 -0.114 -0.146 0.074
C 1.426 5.129 -1.124 2.521 -1.093 -0.160 -0.247
C 2.677 5.126 -2.077 -0.652 -0.970 0.250 -0.254
O 2.494 6.034 -3.103 -0.016 1.554 -0.953 -0.053
O 1.391 6.343 -0.450 -0.774 1.247 0.375 -0.052
H 1.599 4.373 -0.357 -0.367 -0.680 -0.322 0.092
H 0.498 4.963 -1.672 -0.014 0.055 -0.044 0.118
H 2.954 4.197 -2.575 -0.608 -0.763 0.560 0.096
H 3.590 5.380 -1.539 -0.213 0.457 0.329 0.119
H 1.737 5.751 -3.621 0.002 0.026 -0.084 0.086
H 2.041 6.294 0.255 0.094 0.079 0.067 0.088
C -3.066 -2.189 -5.482 -0.725 -0.160 1.662 -0.250
C -2.113 -2.510 -4.292 -0.763 0.321 -0.204 -0.179
O -2.660 -1.994 -3.068 0.029 -0.436 -0.681 -0.110
O -2.491 -1.586 -6.587 1.037 0.162 -0.868 -0.051
H -3.798 -1.499 -5.062 -0.315 0.015 0.183 0.116
H -3.598 -3.116 -5.700 -0.033 -0.043 -0.409 0.122
H -1.126 -2.062 -4.407 0.152 -0.563 -0.426 0.108
H -2.135 -3.592 -4.162 0.748 0.041 -0.066 0.116
H -2.313 -1.102 -2.994 -0.097 0.390 0.535 0.030
H -3.011 -1.790 -7.367 0.048 0.008 -0.006 0.092
C -0.744 -4.858 3.477 -0.199 1.708 1.128 -0.197
C -1.442 -3.452 3.898 0.752 -2.685 -0.487 -0.222
O -0.596 -2.400 3.561 0.135 1.051 -1.022 -0.086
O 0.331 -5.129 4.361 -0.437 -0.577 0.309 -0.084
H -0.313 -4.782 2.479 -0.478 0.236 -0.400 0.106
H -1.447 -5.691 3.502 0.006 0.078 0.152 0.113
H -1.574 -3.372 4.977 -0.460 -0.739 0.133 0.113
H -2.394 -3.438 3.367 -0.023 0.656 -0.007 0.098
H 0.293 -2.658 3.814 0.286 0.142 0.254 0.038
H 1.051 -4.525 4.164 0.329 0.105 -0.022 0.022
C 0.028 1.890 -3.904 0.344 -0.878 -0.501 -0.237
C -0.738 0.559 -3.912 0.662 1.123 -0.543 -0.174
O -1.424 0.323 -2.662 0.434 0.170 -0.950 -0.084
O 1.125 1.804 -3.041 -0.122 -0.007 0.160 -0.070
H -0.576 2.731 -3.565 -0.439 0.235 -0.609 0.124
H 0.487 1.996 -4.887 -0.615 0.463 -0.313 0.129
H 0.070 -0.152 -4.087 -0.322 -0.528 0.558 0.128
H -1.403 0.489 -4.773 -0.350 0.010 0.094 0.125
H -2.049 1.044 -2.562 -0.146 0.170 0.244 0.127
H 0.661 1.874 -2.203 0.840 -0.126 1.379 0.026
```
Forces are in eV/Å.

## Properties
- total energy (a.u.) = -2462.193855
- SMILES = OCCO.OCCO.OCCO.OCCO.OCCO.OCCO.OCCO.OCCO.CCO.CCO.CCO.CCO
- molar mass (g mol⁻¹) = 680.82
- ΔE to the lowest compared entry with this formula, charge and spin (kcal/mol) = 33.4
- 2S+1 = 1
- HOMO-LUMO gap (eV) = 9.33
- HOMO energy (eV) = -9.40


Record 2
ORCA calculation (the ωB97M-V functional and the def2-TZVPD basis) on a 12-piece molecular cluster, C24H72O24 overall.

```
120
Properties=species:S:1:pos:R:3:forces:R:3:lowdin_charge:R:1
C -5.897 -11.941 -20.202 -1.103 -0.275 -0.852 -0.215
C -6.462 -11.545 -18.854 1.354 -1.255 0.600 -0.228
O -5.615 -12.128 -17.855 0.133 0.505 0.852 -0.090
O -5.986 -13.386 -20.479 -0.003 1.513 0.564 -0.074
H -4.882 -11.583 -20.370 0.058 -0.063 0.349 0.120
H -6.530 -11.426 -20.925 0.013 -0.286 -0.451 0.112
H -7.489 -11.874 -18.692 -0.125 -0.054 -0.342 0.118
H -6.402 -10.473 -18.666 -0.005 0.015 -0.306 0.121
H -5.509 -13.077 -17.956 -0.403 -0.031 -0.327 0.070
H -5.143 -13.770 -20.228 0.070 -0.047 -0.044 0.070
C -3.385 -4.176 -16.114 -0.820 -2.139 0.697 -0.237
C -4.674 -5.082 -15.918 -0.644 0.532 -0.638 -0.182
O -5.950 -4.419 -16.275 1.587 0.052 0.463 -0.101
O -3.265 -3.154 -15.155 -0.446 0.707 -0.578 -0.063
H -3.243 -3.854 -17.145 -0.337 0.249 0.006 0.117
H -2.535 -4.814 -15.874 -0.068 -0.520 -0.321 0.108
H -4.725 -5.493 -14.910 0.120 0.640 0.433 0.105
H -4.684 -5.998 -16.509 0.812 0.093 -0.533 0.103
H -6.643 -5.031 -16.016 -0.107 -0.031 0.048 0.063
H -3.498 -2.359 -15.641 -0.147 0.414 0.478 0.083
C -4.949 -3.549 -10.210 0.936 -0.814 -1.313 -0.230
C -3.958 -2.520 -9.654 -0.838 -1.244 0.913 -0.215
O -4.138 -2.416 -8.214 0.230 0.623 -1.225 -0.072
O -4.727 -4.918 -9.805 -0.193 0.563 0.949 -0.085
H -4.778 -3.630 -11.283 -0.202 0.770 -0.438 0.106
H -6.002 -3.308 -10.068 0.220 0.034 0.447 0.125
H -4.097 -1.604 -10.229 -0.195 0.391 0.704 0.116
H -2.928 -2.833 -9.824 0.111 -0.169 -0.308 0.110
H -3.717 -3.216 -7.890 -0.141 -0.068 0.301 0.072
H -3.834 -5.144 -10.075 0.074 -0.081 -0.067 0.074
C -9.482 -7.590 -11.825 0.179 0.252 -0.882 -0.238
C -9.910 -7.619 -13.308 0.053 -1.446 -0.439 -0.215
O -8.746 -7.601 -14.159 -0.037 0.669 0.382 -0.088
O -8.965 -6.305 -11.592 -0.024 0.597 0.649 -0.067
H -8.667 -8.288 -11.633 -0.026 -0.571 -0.352 0.111
H -10.234 -7.834 -11.075 -0.382 0.338 -0.319 0.119
H -10.580 -6.820 -13.627 0.375 0.390 0.453 0.116
H -10.424 -8.521 -13.638 -0.428 -0.335 0.680 0.108
H -8.364 -8.478 -14.076 0.257 -0.072 -0.095 0.072
H -8.168 -6.244 -12.123 0.112 0.175 -0.087 0.079
C 3.804 -7.591 -13.238 2.521 1.198 -0.892 -0.286
C 3.957 -6.858 -14.595 -1.220 -1.015 0.854 -0.226
O 2.683 -6.298 -14.916 0.504 0.556 -0.302 -0.076
O 2.990 -8.703 -13.343 -0.990 -0.393 -0.212 -0.042
H 3.555 -6.830 -12.498 -0.694 -0.120 0.151 0.119
H 4.822 -7.893 -12.993 0.333 -0.239 0.265 0.109
H 4.242 -7.545 -15.393 0.192 -0.266 0.061 0.113
H 4.750 -6.114 -14.516 -0.424 0.338 0.046 0.118
H 2.104 -7.053 -15.046 -0.187 -0.039 0.022 0.076
H 2.954 -9.156 -12.497 -0.048 0.011 0.008 0.094
C -2.144 2.873 -12.538 1.658 -1.521 2.048 -0.250
C -1.192 2.671 -11.285 0.525 -0.373 -2.123 -0.254
O -1.015 3.897 -10.656 -0.121 1.036 0.389 -0.061
O -3.368 3.196 -12.005 -1.948 0.338 -0.349 -0.057
H -2.194 1.876 -12.977 -0.394 -0.124 -0.085 0.110
H -1.798 3.509 -13.353 0.319 0.538 0.394 0.116
H -0.241 2.275 -11.642 0.375 0.019 -0.192 0.103
H -1.562 1.908 -10.599 -0.655 0.012 -0.120 0.115
H -0.428 3.811 -9.902 -0.036 -0.054 0.020 0.091
H -3.317 4.002 -11.486 0.263 0.094 0.006 0.088
C -12.675 -3.350 -15.683 1.227 -0.531 -0.786 -0.213
C -11.657 -2.598 -16.541 -0.960 0.479 0.420 -0.254
O -12.211 -2.153 -17.786 0.705 -0.249 0.561 -0.058
O -13.017 -4.606 -16.347 -0.666 1.293 0.625 -0.079
H -13.512 -2.683 -15.473 -0.489 -0.650 -0.422 0.120
H -12.184 -3.555 -14.732 -0.038 -0.151 0.234 0.108
H -10.758 -3.212 -16.590 0.190 -0.142 -0.670 0.112
H -11.363 -1.699 -16.000 -0.015 0.142 -0.071 0.115
H -12.447 -2.924 -18.306 -0.120 -0.173 0.022 0.076
H -12.200 -5.004 -16.654 0.205 -0.075 0.066 0.068
C 1.950 -4.521 -20.143 1.885 -0.394 0.759 -0.252
C 2.618 -3.134 -20.189 -1.839 -0.340 0.451 -0.233
O 1.535 -2.246 -20.319 -0.408 1.743 -0.636 -0.086
O 1.699 -5.040 -21.432 -0.012 0.504 -0.565 -0.061
H 1.024 -4.460 -19.571 0.027 0.169 0.095 0.118
H 2.664 -5.123 -19.582 -0.111 -0.659 -0.003 0.111
H 3.417 -3.024 -20.923 -0.205 -0.161 -0.406 0.117
H 3.006 -2.787 -19.231 0.405 -0.803 0.203 0.118
H 0.881 -2.556 -20.950 0.214 -0.145 -0.246 0.081
H 1.754 -5.997 -21.480 0.042 0.086 0.365 0.086
C 2.125 -1.730 -13.609 1.045 -0.940 -1.871 -0.271
C 1.458 -2.226 -12.347 1.040 0.680 -0.418 -0.227
O 2.360 -2.108 -11.241 -0.683 -0.268 -0.085 -0.063
O 2.578 -0.391 -13.633 -0.472 0.862 0.875 -0.066
H 1.547 -1.959 -14.505 -0.807 0.196 0.151 0.118
H 3.026 -2.292 -13.854 0.174 -0.676 0.697 0.114
H 1.255 -3.286 -12.496 -0.061 0.043 0.147 0.121
H 0.520 -1.682 -12.235 -0.128 0.041 0.496 0.114
H 2.662 -1.198 -11.194 -0.006 0.174 -0.084 0.076
H 2.431 0.008 -14.494 -0.117 -0.140 0.078 0.084
C -9.974 -6.985 -20.028 -0.173 1.613 1.715 -0.257
C -10.664 -7.711 -21.089 -0.309 -0.060 -1.481 -0.270
O -10.409 -9.092 -20.933 0.175 -0.773 -0.106 -0.054
O -10.653 -7.251 -18.802 0.371 0.281 0.352 -0.065
H -9.954 -5.902 -20.149 -0.821 0.199 -0.241 0.121
H -8.895 -7.116 -19.949 0.140 -1.127 -0.147 0.123
H -10.349 -7.285 -22.041 0.253 -0.553 -0.451 0.120
H -11.753 -7.669 -21.087 -0.026 1.106 0.364 0.129
H -11.277 -9.477 -20.790 0.264 -0.464 -0.130 0.085
H -10.795 -8.200 -18.779 0.124 -0.175 0.164 0.071
C -7.347 -0.283 -13.955 -0.152 2.792 -0.472 -0.183
C -7.406 0.361 -15.358 1.128 -0.414 0.088 -0.238
O -6.154 0.978 -15.698 0.452 -0.264 0.486 -0.091
O -7.308 0.849 -13.007 -0.124 -1.645 -0.494 -0.088
H -6.458 -0.898 -13.816 -0.186 -0.250 -0.157 0.115
H -8.287 -0.826 -13.854 0.199 -0.070 0.498 0.112
H -8.110 1.193 -15.384 -0.743 -0.646 0.119 0.120
H -7.553 -0.446 -16.076 -0.660 0.074 -0.239 0.110
H -6.272 1.445 -16.528 0.008 0.023 0.028 0.077
H -6.410 1.173 -13.110 0.125 0.369 0.144 0.066
C -4.329 -10.324 -12.928 -0.153 0.044 -1.362 -0.196
C -5.315 -11.485 -12.701 1.016 1.396 0.043 -0.253
O -6.587 -11.113 -13.200 0.074 -0.539 -0.121 -0.064
O -4.138 -9.999 -14.355 0.034 -0.554 1.274 -0.089
H -3.367 -10.637 -12.522 0.097 0.093 -0.005 0.110
H -4.615 -9.365 -12.496 -0.281 -0.293 0.458 0.112
H -5.383 -11.731 -11.641 0.136 0.125 0.208 0.117
H -4.866 -12.343 -13.202 -0.281 -0.253 -0.306 0.118
H -7.080 -11.936 -13.173 -0.521 0.114 -0.200 0.085
H -4.754 -10.520 -14.875 -0.185 -0.082 -0.050 0.060
```
Forces are in eV/Å.

## Properties
- total energy (a.u.) = -2763.017894
- SMILES = OCCO.OCCO.OCCO.OCCO.OCCO.OCCO.OCCO.OCCO.OCCO.OCCO.OCCO.OCCO
- molar mass (g mol⁻¹) = 744.82
- ΔE to the lowest compared entry with this formula, charge and spin (kcal/mol) = 133.2
- 2S+1 = 1
- HOMO-LUMO gap (eV) = 10.00
- HOMO energy (eV) = -9.85